Computed, not measured: a molecular structure, C45H73BrGaN20OS in a non-equilibrium geometry, with wB97M-V/def2-TZVPD.

Structure (ORCA input):
```
! RIJCOSX wB97M-V def2-TZVPD def2/J DEFGRID3
* xyz -1 1
Br -2.045 2.306 -3.428
Ga -0.122 1.455 -0.888
S -0.023 0.465 1.190
O 1.301 -0.902 -1.815
N -1.556 -0.005 2.123
N -0.766 5.630 5.544
N -0.446 0.241 -5.749
N 3.114 2.967 -0.555
N 4.342 2.985 4.172
N -3.547 0.954 -10.065
N 1.181 1.264 -9.905
N -0.292 -3.226 -8.825
N -4.366 -5.142 -8.675
N -0.511 -7.458 5.275
N -0.093 9.411 9.780
N -0.341 -3.281 -2.900
N -2.738 -3.408 5.789
N 6.997 4.227 -1.822
N -2.918 2.390 11.703
N -3.761 2.063 6.304
N 2.970 -2.094 3.987
N 6.431 -1.283 3.592
N 1.983 -3.035 8.733
N 1.196 4.158 -6.722
C 4.724 4.774 0.458
C 4.305 -2.053 6.246
C -3.313 -0.093 -9.635
C 0.856 0.376 -2.388
C 0.623 0.448 -6.138
C -0.736 -4.172 -3.541
C 3.453 0.968 2.745
C 3.951 2.096 3.543
C -0.511 8.525 9.168
C 0.318 -1.971 -2.063
C 1.367 -8.435 6.822
C 3.822 3.764 -0.108
C 6.525 -1.252 0.971
C 0.289 5.833 5.117
C -3.195 0.901 -1.037
C -3.016 -1.422 -9.087
C -1.042 7.399 8.389
C -3.441 2.491 10.678
C 0.316 -7.888 5.956
C -3.181 -0.363 -2.088
C -2.043 1.964 -1.460
C 1.980 0.710 -6.632
C -3.146 -4.295 5.172
C 6.085 2.218 -3.243
C 6.472 -1.269 2.438
C -1.367 2.538 5.341
C -0.045 -4.019 7.389
C -5.029 -4.573 -7.920
C 1.090 -3.468 8.141
C 0.219 4.743 -6.527
C -5.870 -3.848 -6.958
C 0.205 1.850 -9.707
C -2.299 -0.354 2.959
C -1.022 5.487 -6.278
C -1.229 -5.297 -4.349
C -1.202 -5.250 -10.224
C 1.628 6.090 4.574
C -3.662 -5.423 4.388
C -3.219 -0.798 4.015
C 3.556 -2.076 4.983
C -2.707 2.276 5.882
C -1.034 2.595 -9.454
C 6.596 3.342 -2.448
C -0.691 -4.118 -9.442
C -4.107 2.619 9.375
H -1.981 -1.716 -9.280
H 2.379 1.054 2.550
H -4.741 -5.344 4.229
H 2.354 1.680 -6.292
H 0.242 0.278 -3.363
H -1.906 4.869 -6.461
H -2.681 -1.098 4.920
H 1.221 -9.503 7.010
H -6.834 -4.345 -6.812
H -2.121 7.488 8.235
H -1.082 5.839 -5.244
H -2.085 -0.565 -2.407
H 4.918 -1.152 6.333
H 6.580 2.155 -4.216
H -4.239 1.434 -1.113
H -1.102 6.366 -6.924
H -3.915 -0.005 4.301
H -4.518 3.622 9.229
H 4.746 4.729 1.551
H 0.694 2.857 -0.764
H -3.778 -0.114 -3.062
H -3.655 -1.307 -1.598
H -1.037 -6.202 -9.712
H -1.066 -6.255 -3.847
H 1.838 0.961 -2.663
H -6.079 -2.828 -7.294
H -0.869 -4.300 8.050
H -1.368 2.542 4.247
H -1.087 2.949 -8.420
H 4.420 5.788 0.182
H 7.319 -1.899 0.588
H -1.117 3.472 -10.102
H 1.626 6.093 3.480
H 3.954 0.908 1.775
H -3.418 2.428 8.549
H -0.579 7.337 7.401
H -3.192 -5.477 3.402
H 5.011 2.313 -3.431
H -0.648 1.779 5.662
H 2.017 0.715 -7.726
H 0.787 -0.675 1.200
H 6.241 1.262 -2.737
H -0.434 -2.092 -1.169
H -2.301 -5.211 -4.545
H 2.359 -8.318 6.376
H 0.239 -4.914 6.828
H -0.440 -3.297 6.668
H 2.689 -0.049 -6.288
H 2.346 5.329 4.894
H -3.818 -1.655 3.696
H -3.658 -2.193 -9.526
H -3.166 -1.454 -8.004
H -3.477 -6.379 4.887
H -5.391 -3.775 -5.978
H 1.389 -7.935 7.795
H -2.277 -5.162 -10.406
H 5.751 4.638 0.108
H -0.865 6.443 8.890
H -0.300 -1.800 -3.040
H 5.585 -1.596 0.530
H -3.070 0.475 0.050
H -0.713 -5.319 -11.201
H -4.936 1.913 9.275
H -0.725 -5.349 -5.319
H 3.614 0.012 3.253
H -2.298 2.968 -0.941
H -0.980 3.508 5.667
H -1.920 1.976 -9.629
H 2.017 7.059 4.901
H 4.976 -2.912 6.332
H 6.713 -0.245 0.586
H 3.636 -2.076 7.111
H 0.944 -2.974 -2.100
*
```

## Properties
E_HOMO (eV): -1.316
E_tot (eV): -212934.85619
Maximum force (eV/A): 14.10
Orbital gap (Eh): 0.105

Computed, not measured: 11 unconnected molecules or ions with the total composition C45H73N3O35P4 in a non-equilibrium geometry, with wB97M-V/def2-TZVPD.

Structure (ORCA input):
```
! RIJCOSX wB97M-V def2-TZVPD def2/J DEFGRID3
* xyz -1 2
P 29.496 21.433 28.818
P 23.271 19.297 19.454
P 32.851 18.007 24.629
P 25.845 26.584 21.913
O 24.403 26.978 22.642
O 32.865 17.414 23.059
O 23.347 20.720 19.934
O 22.043 19.077 18.451
O 29.604 21.550 23.243
O 31.875 26.764 25.065
O 31.524 17.433 25.260
O 33.110 19.418 24.834
O 22.972 20.785 27.664
O 28.561 30.077 25.371
O 24.849 15.420 21.296
O 22.984 18.218 20.574
O 25.797 24.950 22.027
O 21.319 15.559 24.570
O 23.703 21.496 24.905
O 30.328 21.489 27.433
O 34.248 21.004 20.063
O 22.856 16.898 26.165
O 33.418 23.856 24.468
O 21.602 22.690 26.343
O 30.631 20.816 29.844
O 26.595 28.066 25.593
O 29.418 23.005 29.285
O 24.589 18.792 18.752
O 27.100 27.118 22.468
O 26.253 23.881 26.892
O 31.837 20.528 21.467
O 35.394 24.508 22.835
O 21.999 22.961 20.812
O 30.019 24.691 25.502
O 33.947 17.011 25.204
O 26.552 16.623 23.265
O 20.271 24.718 22.338
O 28.163 20.777 28.673
O 25.572 26.888 20.350
N 24.171 19.460 29.195
N 24.157 24.535 27.351
N 27.871 20.892 24.504
C 30.682 27.041 25.300
C 27.257 20.679 25.813
C 23.362 16.463 25.143
C 20.918 23.735 24.338
C 33.778 15.591 25.212
C 23.413 19.935 30.278
C 24.469 15.673 22.468
C 22.115 23.117 22.163
C 34.712 22.780 21.340
C 29.632 26.004 25.481
C 25.048 18.295 29.425
C 26.229 24.352 23.244
C 25.770 18.473 19.522
C 23.070 15.368 22.904
C 28.312 26.374 25.524
C 21.836 18.517 21.308
C 21.721 22.882 25.012
C 23.775 19.883 27.927
C 30.207 28.430 25.227
C 33.773 17.674 22.010
C 27.804 27.735 25.449
C 23.191 24.571 28.423
C 32.638 22.074 23.101
C 24.048 28.317 22.801
C 30.292 18.160 25.041
C 32.771 21.424 21.946
C 22.632 15.735 24.130
C 31.621 22.101 27.423
C 24.409 25.777 26.560
C 22.962 22.326 22.861
C 34.564 23.495 22.419
C 29.022 21.524 24.307
C 21.007 23.898 22.880
C 33.484 23.167 23.499
C 28.512 23.873 28.633
C 25.191 23.735 27.472
C 33.843 21.693 20.969
C 28.946 28.749 25.338
C 30.646 19.423 30.182
C 22.926 22.178 24.360
C 24.832 16.440 24.871
C 27.064 20.448 23.355
C 26.503 26.956 19.367
C 25.298 16.307 23.572
C 22.069 19.710 17.232
H 23.887 25.619 25.616
H 27.596 25.571 25.617
H 26.799 16.233 22.423
H 35.408 23.190 20.623
H 21.066 19.654 16.810
H 32.739 15.360 24.975
H 22.650 19.163 30.379
H 24.077 26.691 27.052
H 27.011 23.730 22.808
H 24.421 19.425 27.162
H 27.403 27.442 19.744
H 31.912 21.822 23.860
H 32.198 21.673 26.604
H 23.492 25.085 29.335
H 25.473 25.985 26.450
H 24.385 28.940 21.973
H 25.527 18.507 30.380
H 24.114 19.972 31.112
H 34.357 15.229 24.362
H 22.364 14.948 22.203
H 29.815 18.852 29.767
H 27.293 20.710 22.322
H 26.071 27.575 18.580
H 22.903 23.605 28.838
H 22.992 28.516 22.985
H 29.635 18.196 25.910
H 22.369 20.757 17.287
H 22.594 19.248 16.396
H 26.734 25.002 23.959
H 21.216 16.026 25.402
H 30.906 29.252 25.185
H 26.670 25.965 18.945
H 26.189 20.617 25.603
H 28.877 24.898 28.698
H 26.184 17.477 19.364
H 27.471 21.402 26.600
H 22.880 20.877 30.148
H 24.549 17.342 29.601
H 26.618 19.035 19.131
H 27.614 30.128 25.220
H 23.556 21.656 22.257
H 27.453 23.774 28.868
H 26.014 20.739 23.364
H 34.303 18.532 22.422
H 25.683 23.506 23.661
H 33.433 18.036 21.040
H 35.391 24.645 23.785
H 22.299 25.071 28.047
H 31.506 18.909 29.754
H 21.974 19.519 21.714
H 25.856 18.146 28.709
H 30.942 24.791 25.258
H 22.384 22.265 26.703
H 31.982 22.043 28.450
H 21.620 17.898 22.179
H 27.125 19.362 23.414
H 20.009 24.137 24.761
H 31.728 23.186 27.437
H 22.498 22.241 20.419
H 30.691 19.246 31.257
H 27.566 19.769 26.328
H 29.689 17.490 24.427
H 28.610 23.583 27.586
H 24.873 22.899 28.113
H 34.375 16.806 21.742
H 25.634 16.767 25.515
H 34.025 14.982 26.082
H 30.997 20.576 21.929
H 30.350 19.124 24.536
H 20.896 18.501 20.756
H 29.307 21.981 25.268
H 24.458 28.618 23.765
H 25.827 18.837 20.548
*
```

## Properties
E_HOMO (alpha / beta) (eV): -2.311 / -4.754
E_tot (eV): -161139.84827
Maximum force (eV/A): 5.54
Orbital gap (alpha / beta) (Eh): 0.044 / 0.134

Computed, not measured: 11 unconnected molecules or ions with the total composition C45H73N3O35P4 in a non-equilibrium geometry, with wB97M-V/def2-TZVPD.

Structure (ORCA input):
```
! RIJCOSX wB97M-V def2-TZVPD def2/J DEFGRID3
* xyz 0 1
P 6.993 -0.959 2.334
P -6.622 1.563 1.399
P 4.846 -1.466 -3.773
P -4.041 -3.863 4.510
O -2.875 -2.919 5.014
O -2.496 0.861 -1.942
O 6.344 -1.602 -3.342
O -0.772 3.314 0.223
O 0.032 -5.050 6.124
O -4.062 -1.759 -0.786
O -6.072 2.581 0.326
O 0.627 -0.538 -8.139
O -2.987 1.683 -4.947
O 6.458 0.025 3.467
O -2.994 3.437 4.869
O -7.549 2.490 2.279
O 4.040 -2.664 -3.153
O -0.813 -6.683 4.027
O 8.084 -0.138 1.544
O 2.654 0.000 -0.789
O 4.934 -1.857 -5.269
O 0.096 -1.758 -5.805
O -3.616 -4.242 3.040
O -5.315 1.340 2.278
O 2.011 1.570 -2.944
O 5.989 1.733 -4.309
O 7.453 -2.255 2.804
O -7.230 0.346 0.904
O 4.243 -0.148 -3.502
O -1.847 -0.547 0.363
O -5.215 -2.825 4.262
O -3.029 2.388 -7.567
O 8.231 5.627 -1.138
O -4.311 -5.017 5.352
O 0.979 -1.766 2.952
O 5.484 1.885 -1.634
O 0.083 -3.307 0.903
O 8.912 5.344 -3.746
O 5.778 -0.964 1.339
N -1.696 1.651 4.314
N -4.134 -2.056 -3.043
N -2.654 4.583 0.370
C 6.728 -1.243 -2.010
C -5.351 0.354 3.294
C -1.487 -0.087 -5.322
C 7.205 0.174 4.663
C -3.377 -3.228 2.046
C -6.554 -3.308 4.000
C -4.590 -1.587 -1.879
C 0.576 -3.430 4.553
C 1.066 1.093 -2.150
C 0.163 -3.830 2.124
C -0.377 -5.586 3.779
C 6.748 3.836 -1.337
C 4.488 -1.419 1.752
C 0.609 -2.897 3.207
C -0.233 1.263 -2.414
C -2.316 2.481 5.176
C -5.263 2.033 -0.736
C 3.729 -2.746 -1.756
C -2.270 1.088 -5.707
C -4.803 -1.727 -4.286
C -0.899 0.520 4.724
C -0.882 -0.129 -0.464
C 3.807 -1.603 -6.124
C 6.535 2.699 -3.585
C -6.991 3.701 2.839
C -3.848 5.045 -0.305
C -3.048 -2.132 6.180
C 0.106 -4.640 4.862
C -3.093 -3.066 -3.110
C -0.302 -0.100 -7.497
C 7.665 4.651 -1.861
C -1.833 3.692 -0.235
C -0.623 -0.681 -6.147
C 0.407 -0.390 -0.229
C -2.216 5.370 1.493
C 1.485 0.224 -0.997
C -0.290 -5.046 2.418
C -2.145 1.487 -7.169
C 6.170 2.754 -2.130
C -1.227 0.926 -7.965
C 7.786 1.170 1.047
C -1.911 1.741 2.890
C -1.331 0.726 -1.635
C 7.449 3.533 -4.090
C 8.104 4.568 -3.290
H -3.857 -2.453 6.843
H -4.209 -1.005 -4.855
H 2.989 -2.251 -5.815
H 7.839 3.388 -5.090
H -4.444 0.437 3.891
H -2.096 2.220 6.229
H -1.977 6.385 1.167
H -2.592 2.545 2.630
H 4.003 -1.825 -1.242
H -3.247 -1.095 5.910
H -2.677 -0.546 -0.163
H 4.173 -2.238 1.107
H -5.773 -1.285 -4.080
H -5.398 -0.658 2.885
H -6.176 3.461 3.519
H 2.675 -2.961 -1.629
H 5.973 -0.630 -1.506
H -1.487 -0.381 4.524
H -3.581 -4.005 -3.396
H -5.394 2.585 -1.660
H 0.875 -2.766 5.357
H 5.442 1.155 -3.713
H -4.096 4.469 -1.188
H 8.757 1.627 0.843
H -4.879 -2.613 -4.918
H 0.583 -2.034 -6.598
H -2.511 -3.459 1.426
H 3.539 -0.548 -6.064
H 2.856 1.124 -2.722
H 7.302 1.132 0.072
H -6.716 -4.278 4.472
H -4.253 -3.235 1.403
H -2.859 2.662 -8.475
H -7.214 -2.591 4.476
H -0.201 -5.993 6.128
H 4.539 -1.870 2.750
H 0.067 0.502 4.223
H -6.670 -3.390 2.923
H -2.323 3.160 -1.066
H -4.235 2.143 -0.389
H -0.684 0.562 5.794
H -1.407 4.909 2.049
H -2.352 -2.823 -3.868
H 4.113 -1.805 -7.145
H 6.944 -2.115 -1.399
H 0.209 -2.343 0.977
H -2.248 0.774 2.510
H -0.670 -5.659 1.608
H -4.697 4.975 0.383
H -6.227 0.440 3.945
H 6.523 3.923 -0.283
H -2.160 -2.223 6.806
H -3.176 -2.243 2.467
H -6.646 4.358 2.045
H -7.811 4.162 3.381
H 7.592 -0.580 -2.067
H -1.097 1.224 -9.001
H -5.506 -0.982 -1.954
H -0.526 1.859 -3.273
H 8.055 -0.510 4.706
H -0.975 1.982 2.375
H 7.582 1.186 4.816
H 3.780 -0.598 1.780
H 4.371 -3.517 -1.326
H 8.769 6.162 -1.744
H -3.759 6.113 -0.533
H 7.266 1.783 1.779
H -5.459 0.969 -0.840
H -1.655 -0.560 -4.362
H -3.026 5.418 2.231
H -2.671 -3.216 -2.121
H 6.571 -0.045 5.524
H 0.726 -0.756 0.742
*
```

## Properties
E_HOMO (eV): -9.176
Relative energy (zero: lowest compared OMol25 entry of this formula, charge and spin) (eV): 0.000
E_tot (eV): -161145.02282
Maximum force (eV/A): 1.71
SMILES: O=C1C=C(O)C(=O)C=C1O.O=C1C=C(O)C(=O)C=C1O.O=C1C=C(O)C(=O)C=C1O.O=C1C=C(O)C(=O)C=C1O.COP(=O)(OC)OC.COP(=O)(OC)OC.COP(=O)(OC)OC.COP(=O)(OC)OC.CN(C)C=O.CN(C)C=O.CN(C)C=O
Orbital gap (Eh): 0.274

> What is the formula in the first record?

C45H73BrGaN20OS

> Number 2 is which compound?

C45H73N3O35P4

> Among the records above, which one has the highest maximum force?

C45H73BrGaN20OS